A 10-piece molecular cluster, C26H52BCl10F4O8S4 overall, computed with ωB97M-V/def2-TZVPD.

total charge	-1
largest force on an atom	1.3	eV/Å
LUMO energy	2.0	eV

Structure (XYZ):
```
105
Properties=species:S:1:pos:R:3:forces:R:3
B -12.247758 13.707825 22.649572 -0.3 -0.2 0.2
F -13.428968 13.513539 21.838905 0.7 0.1 0.4
F -12.064951 15.095005 22.855056 -0.1 -0.5 0.1
F -12.446867 13.020000 23.889915 0.2 0.4 -0.7
F -11.117957 13.168651 21.991378 -0.5 0.2 0.2
C -16.453572 12.472312 18.935396 0.0 -0.7 0.0
C -15.477377 13.645027 19.013524 0.3 0.1 -0.1
C -16.067522 14.757933 18.138018 0.2 0.4 0.5
S -16.852388 13.908869 16.754870 0.8 -0.3 0.4
O -16.030121 14.057923 15.582733 -0.1 0.1 -0.1
O -18.247931 14.213732 16.714833 -0.8 0.3 -0.1
C -16.652147 12.256774 17.430844 0.4 0.1 0.2
H -17.383342 12.640967 19.484275 0.0 0.2 -0.2
H -16.027667 11.557853 19.358506 0.0 0.1 0.1
H -14.509624 13.323488 18.609388 -0.1 0.1 0.0
H -15.277046 13.982304 20.031434 -0.2 0.0 0.0
H -15.349912 15.480945 17.751817 0.2 -0.3 -0.2
H -16.782000 15.340756 18.722833 -0.4 -0.3 -0.3
H -15.706151 11.874200 17.039469 -0.1 0.0 -0.2
H -17.466232 11.626229 17.090491 -0.2 0.0 0.1
C -8.080059 14.084986 19.385535 -0.4 0.3 0.2
C -8.286520 14.528711 20.840215 -0.6 0.4 0.0
C -7.667362 15.923025 20.903473 0.5 0.2 -0.4
S -8.340563 16.727842 19.431647 -0.3 -0.7 0.2
O -7.317561 17.441767 18.720632 0.2 0.3 -0.1
O -9.578134 17.379255 19.789239 0.0 0.2 0.1
C -8.714634 15.194572 18.555586 0.1 0.1 -0.4
H -8.612399 13.170717 19.137079 0.3 -0.3 0.1
H -7.009341 14.009476 19.195060 0.0 -0.2 -0.2
H -7.928606 13.805491 21.569321 0.3 0.2 0.0
H -9.362188 14.668681 21.023435 0.1 -0.3 0.0
H -6.584125 15.915643 20.747930 -0.1 -0.1 0.1
H -7.879156 16.570596 21.747606 -0.3 -0.1 0.1
H -8.350065 15.274692 17.533583 0.2 0.1 0.0
H -9.794944 15.065282 18.500848 0.0 0.2 0.2
C -10.359824 9.930038 24.801453 -0.2 0.5 0.0
C -11.465132 9.735849 23.741204 1.1 -0.7 0.2
C -12.642137 9.066476 24.434676 -0.3 0.9 -0.2
S -11.962693 8.084253 25.771714 0.1 0.2 -0.4
O -12.021512 6.694491 25.414503 0.0 -0.5 0.0
O -12.517585 8.531427 27.015040 -0.2 0.1 0.5
C -10.257032 8.670820 25.646270 -0.6 -0.2 -0.7
H -10.640334 10.774958 25.440792 0.1 -0.1 0.0
H -9.418447 10.177305 24.310388 0.1 0.0 0.1
H -11.069310 9.038914 22.993596 -0.1 0.2 -0.1
H -11.660798 10.695290 23.273777 -0.4 0.0 -0.1
H -13.242356 8.469648 23.754636 0.0 -0.3 0.2
H -13.283478 9.816443 24.902279 0.0 -0.1 0.1
H -9.776380 7.866066 25.089756 0.3 0.1 0.2
H -9.876309 8.819518 26.648110 0.2 -0.1 0.1
C -11.283827 20.456812 23.643780 -0.2 -0.5 -0.5
C -11.679824 19.003029 23.897112 -0.4 -0.4 1.0
C -10.463647 18.129404 23.655104 0.1 0.1 -1.0
S -9.069056 19.118769 24.190031 -0.5 0.1 -0.5
O -8.201071 19.238533 23.045735 0.5 0.1 0.2
O -8.586690 18.700578 25.476222 0.3 0.0 0.2
C -9.994347 20.642218 24.407459 -0.4 0.1 0.8
H -12.098702 21.067359 24.024228 0.2 0.4 -0.1
H -11.128140 20.630760 22.577797 -0.2 0.1 0.0
H -12.548849 18.689707 23.334558 -0.1 -0.1 -0.5
H -12.009533 18.920202 24.945373 0.2 0.0 -0.1
H -10.315383 18.041224 22.571362 0.1 0.0 0.1
H -10.416600 17.119205 24.052342 -0.2 0.1 0.4
H -9.401470 21.519014 24.177576 0.2 0.0 -0.2
H -10.263962 20.650935 25.466761 0.3 0.1 0.1
Cl -16.147248 10.597582 25.166347 -0.1 -0.1 0.2
C -15.921312 11.739490 23.834988 -0.2 1.0 -0.3
C -15.224390 11.114382 22.668632 1.3 -0.3 0.0
Cl -16.150146 9.797588 21.911087 -0.1 0.0 0.0
H -15.333143 12.579598 24.206555 0.3 -0.2 0.0
H -16.877523 12.180280 23.547847 -0.1 -0.4 0.1
H -14.259349 10.710037 22.993005 -0.3 -0.3 0.1
H -14.891362 11.813721 21.904479 -0.7 0.3 0.0
Cl -7.727678 15.768801 24.395753 0.3 -0.2 0.2
C -8.372738 14.357187 25.303347 -0.3 0.4 -0.8
C -8.865371 13.313919 24.327868 0.1 0.3 0.3
Cl -7.469995 12.370480 23.735441 -0.1 -0.3 -0.1
H -9.213514 14.760315 25.860656 0.1 -0.1 0.3
H -7.577734 13.955454 25.916401 0.0 0.1 0.3
H -9.334713 13.779231 23.473361 -0.2 0.0 -0.2
H -9.582199 12.664509 24.823224 0.1 -0.3 -0.1
Cl -12.273842 16.033672 18.270312 -0.1 0.0 -0.2
C -12.644475 16.024095 20.029306 0.6 -0.1 -0.5
C -13.710577 17.017521 20.351166 -0.3 0.2 0.1
Cl -13.192899 18.687520 19.975544 0.0 0.0 0.1
H -11.710993 16.250974 20.534265 0.0 0.0 0.1
H -12.938911 15.001501 20.226205 -0.2 0.0 0.4
H -13.953384 16.987401 21.412531 0.1 -0.1 0.0
H -14.612369 16.838814 19.771169 0.0 0.0 0.0
Cl -15.152191 14.506019 26.868509 -0.1 0.0 -0.1
C -14.019548 14.993842 25.575264 0.4 0.0 0.1
C -13.421468 16.351450 25.826607 0.1 0.1 0.7
Cl -14.613549 17.684146 25.933422 0.0 -0.1 -0.3
H -14.514128 14.901434 24.614261 -0.1 0.1 0.0
H -13.186689 14.295631 25.615633 -0.1 -0.1 -0.2
H -12.664109 16.593109 25.085297 -0.2 0.0 -0.3
H -12.925991 16.341404 26.797541 0.0 0.0 0.0
Cl -12.867868 9.659506 20.379135 -0.1 -0.1 0.0
C -12.633446 11.266147 19.639232 -0.1 0.2 -0.1
C -11.173664 11.618456 19.539253 0.3 0.0 -0.2
Cl -10.425386 11.068866 17.996874 -0.1 -0.1 0.1
H -13.127139 12.022785 20.247689 0.0 -0.2 0.2
H -13.114415 11.229688 18.666165 0.1 0.0 -0.1
H -10.612867 11.163569 20.346401 0.1 0.0 0.1
H -11.022523 12.692088 19.572118 -0.1 0.1 0.0
```
Forces are in eV/Å.

Atom charges from the Mulliken analysis, given in e for atoms 1 to 6: number 1, B, carries -0.0179; number 2, F, carries -0.3250; number 3, F, carries -0.1731; number 4, F, carries -0.3356; number 5, F, carries -0.3109; number 6, C, carries -0.5375